{
  "formula": "C6H12N2O2",
  "method": "the ωB97M-V functional and the def2-TZVPD basis",
  "relative_energy_kcal_mol": 40.1,
  "total_energy_ev": -13490.68858,
  "smiles": "CCO/C=N/CCC#N.O",
  "fmax_ev_per_a": 2.54,
  "homo_lumo_gap_ev": 10.755,
  "e_homo_ev": -10.038,
  "lumo_ev": 0.718,
  "symbols": ["O", "O", "N", "N", "C", "C", "C", "C", "C", "C", "H", "H", "H", "H", "H", "H", "H", "H", "H", "H", "H", "H"],
  "coordinates": [[5.41, -0.87, 2.29], [-2.31, 0.43, -0.06], [4.56, -0.54, -0.54], [-0.13, 0.13, 0.41], [-3.40, 0.11, -0.93], [2.26, 0.55, 0.08], [-4.69, 0.58, -0.29], [3.59, -0.05, -0.12], [-1.13, -0.10, -0.33], [1.13, -0.49, 0.07], [-3.43, -0.97, -1.09], [-5.53, 0.35, -0.95], [-3.24, 0.61, -1.90], [1.10, -0.99, -0.91], [5.68, -0.90, 1.31], [-1.09, -0.75, -1.22], [1.36, -1.25, 0.83], [2.10, 1.30, -0.72], [-4.86, 0.08, 0.67], [5.03, 0.01, 2.49], [2.27, 1.09, 1.03], [-4.67, 1.67, -0.12]]
}